*A*
Molecular formula: H7NO2
Method: DFT, wB97M-V/def2-TZVPD

Last column: Mulliken charge in e.
Element x y z (Å)
N: -0.66387 1.22295 0.38565  -0.604
H: 0.35142 1.20996 0.39819  0.206
H: -1.01017 2.09173 0.77718  0.224
H: -0.92184 1.26954 -0.60527  0.206
O: -0.48276 -1.62507 1.62623  -0.636
H: 0.20047 -1.39531 1.01035  0.288
H: -1.24776 -1.72363 1.08755  0.319
O: 0.90210 -0.43482 -1.53311  -0.635
H: 1.26676 0.42200 -1.80358  0.320
H: 1.60565 -1.03734 -1.34320  0.310

Properties
- HOMO: -9.86 eV
- Kohn-Sham gap: 10.4 eV
- SMILES: N.O.O
- LUMO energy: 0.537 eV
- Total charge: 0
- Multiplicity: 1

*B*
Molecular formula: H7NO2
Method: DFT, wB97M-V/def2-TZVPD

Last column: Mulliken charge in e.
Element x y z (Å)
N: -0.04413 -0.63009 1.60786  -0.684
H: -0.01030 -1.52270 2.03408  0.218
H: -0.97210 -0.48456 1.22962  0.249
H: 0.34446 0.10862 2.18221  0.202
O: -1.31131 1.65731 -0.84632  -0.637
H: -1.26103 1.70622 0.13255  0.302
H: -0.41211 1.56584 -1.11721  0.327
O: 1.32288 -1.06481 -1.02805  -0.677
H: 2.04755 -0.87874 -0.42250  0.295
H: 0.59939 -1.11070 -0.40674  0.405

Properties
- HOMO: -10.63 eV
- Kohn-Sham gap: 11.2 eV
- SMILES: N.O.O
- LUMO energy: 0.556 eV
- Total charge: 0
- Multiplicity: 1

Stability comparison, relative energies in kcal/mol: *A* 4.2; *B* 0.0

*A*
Molecular formula: CH17NO6
Method: DFT, wB97M-V/def2-TZVPD

Last column: Mulliken charge in e.
Element x y z (Å)
C: -0.67000 1.06950 2.66826  -0.900
N: -0.23394 1.49847 1.35167  -0.358
H: 0.05576 1.32566 3.43903  0.358
H: -0.73984 -0.02345 2.72245  0.218
H: -1.66434 1.42391 2.95477  0.347
H: -0.90098 1.22739 0.63477  0.205
H: 0.13519 2.43171 1.32414  0.206
O: 2.27580 0.07477 0.61117  -0.719
H: 2.03295 0.25831 -0.31450  0.293
H: 1.40679 0.24581 1.02832  0.366
O: 0.59429 2.38362 -2.05250  -0.604
H: 1.44344 2.80007 -2.20715  0.289
H: 0.43834 2.28930 -1.10936  0.294
O: 0.89887 -0.70347 -1.95791  -0.530
H: 0.30246 -1.31307 -1.51227  0.295
H: 1.17163 -1.05353 -2.80920  0.269
O: -1.67270 -2.14832 -0.11793  -0.768
H: -0.86129 -2.65258 0.09875  0.373
H: -1.89700 -1.76739 0.74164  0.313
O: 0.91415 -2.41691 0.68223  -0.680
H: 1.52314 -2.02441 0.03574  0.368
H: 1.14394 -1.83966 1.42118  0.320
O: -2.18431 0.42861 -0.77171  -0.665
H: -2.23997 0.77018 -1.66562  0.318
H: -1.88858 -0.49972 -0.76179  0.392

Properties
- HOMO: -9.44 eV
- Kohn-Sham gap: 9.8 eV
- SMILES: CN.O.O.O.O.O.O
- LUMO energy: 0.410 eV
- Total charge: 0
- Multiplicity: 1

*B*
Molecular formula: CH17NO6
Method: DFT, wB97M-V/def2-TZVPD

Last column: Mulliken charge in e.
Element x y z (Å)
H: 0.05680 0.10653 0.44743  0.239
O: -0.93637 -0.66504 0.58432  -1.165
N: 0.82277 1.08456 0.26726  -0.202
H: -0.97720 -1.08402 1.45423  0.172
H: 1.21870 1.32638 1.16647  0.332
H: 0.27553 1.87291 -0.12600  0.365
C: 1.79125 0.61975 -0.73331  -0.891
H: 1.35104 0.21641 -1.63296  0.337
H: 2.43560 1.42582 -1.09098  0.377
H: 2.43373 -0.21900 -0.40198  0.286
O: 0.69730 -2.80605 1.06665  -0.750
H: 0.06949 -2.07654 0.73815  0.519
H: 1.33752 -2.66831 0.35472  0.351
O: -2.83284 1.20525 0.00590  -0.662
H: -3.72670 0.87359 0.14167  0.332
H: -2.32419 0.38599 0.22525  0.367
O: -1.01164 2.53103 -1.21157  -0.745
H: -1.88447 2.14085 -0.95788  0.394
H: -0.91937 2.21542 -2.11832  0.310
O: 2.16793 -0.95948 2.28891  -0.648
H: 2.58176 -1.44784 3.00430  0.270
H: 1.51801 -1.64251 1.96597  0.381
O: -1.22212 -0.62848 -2.11880  -0.640
H: -0.85906 -0.72220 -1.21410  0.398
H: -2.06346 -1.08501 -2.10532  0.274

Properties
- HOMO: -10.46 eV
- Kohn-Sham gap: 11.0 eV
- LUMO energy: 0.506 eV
- Total charge: 0
- Multiplicity: 1

*C*
Molecular formula: CH17NO6
Method: DFT, wB97M-V/def2-TZVPD

Last column: Mulliken charge in e.
Element x y z (Å)
H: 0.67094 -0.67694 -0.72417  0.359
O: 0.23609 -0.50778 0.35081  -0.614
N: 1.36187 -0.42909 -1.84977  -0.494
H: -0.21123 0.32443 0.50687  0.029
H: 0.92784 0.14659 -2.55190  0.269
H: 1.69698 -1.35193 -2.19066  0.296
C: 2.55851 0.25984 -1.33308  -0.762
H: 3.21413 0.44508 -2.19839  0.379
H: 2.32503 1.26217 -0.88773  0.226
H: 3.04728 -0.22603 -0.46377  0.270
O: -2.41834 -0.42650 -0.67072  -0.695
H: -1.90081 -1.23549 -0.53901  0.346
H: -3.23419 -0.64354 -0.20074  0.337
O: -2.04258 2.25830 -0.19905  -0.696
H: -2.71677 2.60237 0.39606  0.321
H: -2.12437 1.27008 -0.12064  0.392
O: 0.45394 2.74108 0.40990  -0.599
H: 0.38839 3.16701 -0.43957  0.296
H: -0.29944 2.24603 0.71373  0.337
O: -1.96560 -2.04988 1.48572  -0.695
H: -1.17757 -2.47028 1.85452  0.360
H: -1.71069 -1.12182 1.41306  0.309
O: 0.70317 -1.80152 2.71574  -0.658
H: 0.69390 -1.47514 1.78759  0.360
H: 1.52349 -2.30704 2.73518  0.327

Properties
- HOMO: -10.11 eV
- Kohn-Sham gap: 10.5 eV
- LUMO energy: 0.379 eV
- Total charge: 0
- Multiplicity: 1

*D*
Molecular formula: CH17NO6
Method: DFT, wB97M-V/def2-TZVPD

Last column: Mulliken charge in e.
Element x y z (Å)
C: 4.23506 2.27564 1.31736  -0.698
N: 3.20608 1.12828 1.67257  -0.648
H: 3.85202 2.83271 0.45917  0.273
H: 5.15445 1.80298 1.00328  0.261
H: 4.34865 2.80864 2.33297  0.229
H: 2.98434 0.39514 0.98677  0.273
H: 3.50294 0.67334 2.58105  0.222
O: 3.50790 -1.26046 3.76567  -0.676
H: 3.52954 -1.45935 4.68051  0.311
H: 2.62428 -0.99990 3.43913  0.335
O: -1.00870 0.74631 -2.74808  -0.642
H: -1.91484 0.52996 -2.46975  0.341
H: -1.14455 0.48719 -3.59435  0.308
O: -3.51197 -0.09405 -3.62618  -0.715
H: -4.23699 0.58153 -3.73386  0.316
H: -3.83933 -0.71307 -2.93041  0.390
O: -2.35308 -1.32900 -0.30430  -0.666
H: -2.22456 -0.85164 0.48988  0.296
H: -1.88809 -0.85504 -1.13463  0.354
O: 0.61000 1.13829 2.57299  -0.671
H: -0.26905 1.14160 2.11431  0.306
H: 1.40795 0.97428 1.98936  0.484
O: -3.85540 -2.19427 -2.38057  -0.683
H: -3.08348 -2.72149 -2.62830  0.334
H: -3.76613 -2.23324 -1.43348  0.367

Properties
- HOMO: -9.45 eV
- Kohn-Sham gap: 9.8 eV
- SMILES: CN.O.O.O.O.O.O
- LUMO energy: 0.327 eV
- Total charge: 0
- Multiplicity: 1

Stability comparison, relative energies in kcal/mol: *A* 1.7; *B* 0.0; *C* 19.6; *D* 36.0

*A*
Molecular formula: C2H5N2P
Method: DFT, wB97M-V/def2-TZVPD

Last column: Mulliken charge in e.
Element x y z (Å)
C: -1.18994 -0.54286 0.13105  0.167
N: -1.00446 -1.70404 0.51111  -0.550
P: 1.05808 -1.89529 0.28921  0.063
N: 1.08142 -0.42460 -0.49446  -0.317
C: -0.06235 0.47130 -0.19800  -0.558
H: -2.33344 -0.18891 0.15346  0.293
H: 1.20550 -1.22704 1.64378  0.046
H: 1.41047 -0.38475 -1.43516  0.270
H: -0.09697 1.18489 -0.97987  0.379
H: 0.14015 0.89761 0.82280  0.207

Properties
- HOMO: -9.22 eV
- Kohn-Sham gap: 10.0 eV
- SMILES: C1=NPNC1
- LUMO energy: 0.825 eV
- Total charge: 0
- Multiplicity: 1

*B*
Molecular formula: C2H5N2P
Method: DFT, wB97M-V/def2-TZVPD

Last column: Mulliken charge in e.
Element x y z (Å)
C: 0.20965 1.37475 -0.22111  0.292
C: 0.34906 -0.23463 0.00116  -0.747
N: -0.86495 1.94267 -0.04773  -0.660
N: -0.91585 -0.76309 -0.52132  -0.231
P: -2.25543 -0.04686 0.04098  0.096
H: 1.25876 1.80031 -0.37501  0.291
H: 1.28009 -0.57179 -0.50112  0.343
H: 0.48810 -0.41591 1.03532  0.245
H: -0.87449 -1.11545 -1.53610  0.314
H: -1.60347 -0.00113 1.32035  0.058

Properties
- HOMO: -8.24 eV
- Kohn-Sham gap: 8.5 eV
- LUMO energy: 0.215 eV
- Total charge: 0
- Multiplicity: 1

Stability comparison, relative energies in kcal/mol: *A* 0.0; *B* 21.4

*A*
Molecular formula: C2N2OS
Method: DFT, wB97M-V/def2-TZVPD

Last column: Mulliken charge in e.
Element x y z (Å)
C: -0.58672 0.31561 -0.79860  0.573
C: 0.26360 -1.13189 1.48484  0.142
N: -1.23059 -0.65829 -0.74061  -0.428
N: 0.25168 1.23351 -0.86203  -0.163
O: -0.08587 -1.90306 2.26947  -0.203
S: 1.38789 2.14411 -1.35306  0.080

Properties
- HOMO (spin up / spin down): -9.32 / -9.37 eV
- Kohn-Sham gap (spin up / spin down): 6.8 / 6.8 eV
- LUMO energy (spin up / spin down): -2.559 / -2.569 eV
- Total charge: 0
- Multiplicity: 1

*B*
Molecular formula: C2N2OS
Method: DFT, wB97M-V/def2-TZVPD

Last column: Mulliken charge in e.
Element x y z (Å)
C: 0.83425 0.08129 -0.67492  0.515
C: -0.22048 -0.24565 1.32508  0.651
N: 0.76968 0.17181 0.64985  -0.449
N: 0.13367 0.01956 -1.65736  -0.356
O: -1.20597 -0.71306 1.58378  -0.204
S: 1.95625 1.27594 -1.74371  -0.156

Properties
- HOMO (spin up / spin down): -9.21 / -9.21 eV
- Kohn-Sham gap (spin up / spin down): 7.7 / 7.7 eV
- LUMO energy (spin up / spin down): -1.479 / -1.479 eV
- Total charge: 0
- Multiplicity: 1

Stability comparison, relative energies in kcal/mol: *A* 0.0; *B* 7.5

*A*
Molecular formula: C6H16NO
Method: DFT, wB97M-V/def2-TZVPD

Last column: Mulliken charge in e.
Element x y z (Å)
C: 1.17310 1.69930 -0.68386  -1.555
C: -0.16419 1.45607 0.02678  0.506
C: -0.02184 0.63430 1.31574  -1.228
C: 0.09749 -0.89547 1.16939  0.868
C: 1.17679 -1.39306 0.54822  -1.092
C: -0.71855 -1.77139 2.10751  -1.350
N: -1.20762 0.76725 -0.81471  -0.117
H: 1.20829 2.61870 -1.26033  0.331
H: 1.40100 0.86718 -1.34531  0.400
H: 1.95258 1.61245 0.06463  0.394
H: -0.49165 2.42875 0.37596  0.383
H: -1.00346 0.75844 1.77892  0.406
H: 0.73879 0.96651 2.01777  0.459
H: 1.91393 -0.84101 -0.01548  0.231
H: 1.17033 -2.47241 0.39336  0.322
H: -1.14050 -1.22683 2.94827  0.395
H: -1.46052 -2.31902 1.53430  0.313
H: -0.03109 -2.50686 2.51230  0.389
H: -1.61904 -0.01813 -0.31303  0.336
H: -0.74639 0.43443 -1.68676  0.208
H: -1.90806 1.46918 -1.04451  0.404
H: 0.16839 -0.02848 -3.33209  0.361
H: -0.46718 -1.40624 -3.46558  0.289
O: -0.02058 -0.83366 -2.83150  -0.654

Properties
- HOMO: -12.97 eV
- Kohn-Sham gap: 9.7 eV
- LUMO energy: -3.286 eV
- Total charge: +1
- Multiplicity: 1

*B*
Molecular formula: C6H16NO
Method: DFT, wB97M-V/def2-TZVPD

Last column: Mulliken charge in e.
Element x y z (Å)
C: -1.61644 0.35674 -1.01735  -0.561
O: -2.76362 -0.55025 -1.26172  -0.421
C: -0.18965 -0.18554 -0.92477  0.449
C: 0.60710 -0.10937 0.27999  -0.867
C: 1.83522 0.94975 0.46357  -0.435
C: 3.08883 0.50382 -0.24241  -0.305
C: 3.80010 -0.73442 0.39834  -1.121
N: -5.45799 -0.23747 1.19630  -0.616
H: -1.95261 0.82520 -0.11927  0.320
H: -1.69363 0.95809 -1.79604  0.378
H: -2.43347 -1.34902 -1.66127  0.315
H: 0.13358 -0.34052 -1.98669  0.376
H: 1.01704 -1.05677 0.62073  0.462
H: 0.00218 0.07262 1.17977  0.345
H: 2.18297 1.00669 1.57499  0.347
H: 1.49815 1.95072 -0.05103  0.282
H: 2.92154 0.19118 -1.32563  0.230
H: 3.83301 1.35505 -0.23014  0.317
H: 3.69944 -0.71154 1.58739  0.250
H: 3.39497 -1.64005 -0.07541  0.299
H: 4.87467 -0.87768 0.27992  0.356
H: -6.37487 -0.71650 1.03631  0.220
H: -4.80591 -0.31027 0.46635  0.175
H: -5.60061 0.64952 1.60806  0.205

Properties
- HOMO: -11.79 eV
- Kohn-Sham gap: 4.0 eV
- LUMO energy: -7.795 eV
- Total charge: +1
- Multiplicity: 1

Stability comparison, relative energies in kcal/mol: *A* 0.0; *B* 101.2

*A*
Molecular formula: C3H11N2
Method: DFT, wB97M-V/def2-TZVPD

Last column: Mulliken charge in e.
Element x y z (Å)
C: 0.55579 -1.68635 -1.30346  0.142
C: 0.56434 0.79109 0.63025  -0.494
C: 0.00589 1.09984 1.96530  -0.244
N: -1.33453 1.78333 1.79221  -0.595
N: -0.38976 -1.41148 -2.36381  -0.400
H: 1.55616 -1.92293 -1.63707  0.314
H: 0.16564 -2.48925 -0.65202  0.341
H: 1.48083 0.22657 0.56626  0.424
H: 0.55892 1.60940 -0.08357  0.386
H: 0.68812 1.76669 2.52477  0.337
H: -0.17862 0.27590 2.65124  0.361
H: -1.18882 2.29508 0.90553  0.241
H: -1.87772 1.01273 1.37880  0.275
H: -0.27364 -0.49628 -2.76293  0.181
H: -0.86346 -2.06869 -2.95455  0.192
H: 0.53086 -0.78567 -0.65694  -0.463

Properties
- HOMO: -13.19 eV
- Kohn-Sham gap: 4.9 eV
- LUMO energy: -8.250 eV
- Total charge: +1
- Multiplicity: 1

*B*
Molecular formula: C3H11N2
Method: DFT, wB97M-V/def2-TZVPD

Last column: Mulliken charge in e.
Element x y z (Å)
C: 0.99793 1.13489 -0.46438  -1.452
C: 0.25821 -0.16462 -0.26505  0.421
N: 1.22516 -1.11430 0.73203  -0.460
C: -1.06380 0.19077 0.42908  -0.603
N: -2.18822 0.10336 -0.50339  -0.557
H: 1.76382 1.45943 0.32530  0.400
H: 0.31681 2.04400 -0.65329  0.356
H: 1.61307 1.07712 -1.45014  0.335
H: 0.11132 -0.76616 -1.19166  0.453
H: 1.48901 -1.83745 -0.03270  0.395
H: 0.74596 -1.47686 1.48307  0.284
H: 2.17224 -0.66658 0.87980  0.374
H: -1.18675 -0.45264 1.32884  0.283
H: -1.10493 1.20095 0.89954  0.303
H: -2.07851 -0.50909 -1.37285  0.229
H: -3.07133 -0.22283 -0.14420  0.238

Properties
- HOMO: -13.20 eV
- Kohn-Sham gap: 9.4 eV
- SMILES: C[C@@H]([NH3+])CN
- LUMO energy: -3.760 eV
- Total charge: +1
- Multiplicity: 1

Stability comparison, relative energies in kcal/mol: *A* 81.8; *B* 0.0